The following is a quantum chemistry calculation of the ion C31H38N3 with charge +1 at a distorted geometry, from the OMol25 dataset.

Bonds (Å) are listed after each position.
Cartesian coordinates (Å):
1 C 3.6576 -6.4036 -3.2502  C2 1.396, C34 1.398, H35 1.091
2 C 3.8221 -5.1262 -3.7874  C1 1.396, C3 1.391, H36 1.089
3 C 2.9242 -4.1135 -3.4653  C2 1.391, C4 1.399, H37 1.096
4 C 1.8630 -4.3624 -2.5886  C3 1.399, C5 1.515, C33 1.407
5 C 0.8558 -3.2537 -2.3639  C4 1.515, C6 1.547, N9 1.550, H38 1.104
6 C -0.5923 -3.6469 -2.7418  C5 1.547, C7 1.524, H39 1.098, H40 1.099
7 C -1.5029 -3.2861 -1.5741  C6 1.524, C8 1.519, H41 1.095, H42 1.096
8 C -0.6163 -3.0682 -0.3596  C7 1.519, N9 1.503, H43 1.097, H44 1.078
9 N 0.7480 -2.7478 -0.9027  C5 1.550, C8 1.503, C10 1.466, H45 1.024
10 C 1.9643 -2.9185 -0.1015  N9 1.466, C11 1.531, C22 1.524, H46 1.094
11 C 1.7884 -2.7359 1.4084  C10 1.531, C12 1.412, C21 1.410
12 C 2.6834 -1.9438 2.1601  C11 1.412, C13 1.393, H47 1.096
13 C 2.4791 -1.7174 3.5190  C12 1.393, C14 1.421, H48 1.093
14 C 1.3230 -2.2326 4.1643  C13 1.421, N15 1.367, C20 1.422
15 N 0.9851 -1.8570 5.4342  C14 1.367, C16 1.455, C19 1.448
16 C 1.8933 -1.1888 6.3530  N15 1.455, C17 1.538, H49 1.103, H50 1.103
17 C 1.1269 -1.0875 7.6821  C16 1.538, C18 1.532, H51 1.094, H52 1.090
18 C -0.3367 -1.4052 7.3601  C17 1.532, C19 1.534, H53 1.092, H54 1.093
19 C -0.3364 -2.0807 5.9828  N15 1.448, C18 1.534, H55 1.103, H56 1.103
20 C 0.5194 -3.1535 3.4381  C14 1.422, C21 1.389, H57 1.092
21 C 0.8792 -3.5205 2.1473  C11 1.410, C20 1.389, H58 1.091
22 C 2.9711 -1.9372 -0.6898  C10 1.524, C23 1.393, C32 1.408
23 C 4.2170 -2.3280 -1.1746  C22 1.393, C24 1.392, H59 1.096
24 C 5.0663 -1.3949 -1.7627  C23 1.392, C25 1.418, H60 1.093
25 C 4.6727 -0.0372 -1.8725  C24 1.418, N26 1.365, C31 1.414
26 N 5.4372 0.8744 -2.5416  C25 1.365, C27 1.447, C30 1.449
27 C 6.7880 0.6026 -2.9851  N26 1.447, C28 1.537, H61 1.103, H62 1.103
28 C 7.3113 1.9310 -3.5540  C27 1.537, C29 1.533, H63 1.091, H64 1.094
29 C 6.1016 2.8677 -3.6554  C28 1.533, C30 1.537, H65 1.092, H66 1.094
30 C 4.9808 2.2197 -2.8275  N26 1.449, C29 1.537, H67 1.104, H68 1.103
31 C 3.4345 0.3647 -1.3204  C25 1.414, C32 1.393, H69 1.090
32 C 2.6137 -0.5751 -0.7017  C22 1.408, C31 1.393, H70 1.097
33 C 1.6876 -5.6487 -2.0465  C4 1.407, C34 1.400, H71 1.098
34 C 2.5924 -6.6627 -2.3833  C1 1.398, C33 1.400, H72 1.090
35 H 4.3643 -7.1941 -3.5079  C1 1.091
36 H 4.6390 -4.9020 -4.4710  C2 1.089
37 H 3.0218 -3.1083 -3.8920  C3 1.096
38 H 1.1674 -2.3539 -2.9216  C5 1.104
39 H -0.8463 -3.1260 -3.6738  C6 1.098
40 H -0.6640 -4.7197 -2.9673  C6 1.099
41 H -2.0903 -2.3882 -1.7915  C7 1.095
42 H -2.2069 -4.1007 -1.3666  C7 1.096
43 H -0.9071 -2.2359 0.2927  C8 1.097
44 H -0.5444 -3.9621 0.2390  C8 1.078
45 H 0.6380 -1.7433 -1.0715  N9 1.024
46 H 2.2763 -3.9566 -0.2470  C10 1.094
47 H 3.5633 -1.4904 1.6884  C12 1.096
48 H 3.1841 -1.1075 4.0890  C13 1.093
49 H 2.8369 -1.7496 6.4639  C16 1.103
50 H 2.1632 -0.1886 5.9742  C16 1.103
51 H 1.5338 -1.8255 8.3791  C17 1.094
52 H 1.2514 -0.0967 8.1199  C17 1.090
53 H -0.7946 -2.0556 8.1077  C18 1.092
54 H -0.9196 -0.4822 7.3019  C18 1.093
55 H -1.1181 -1.6597 5.3289  C19 1.103
56 H -0.5514 -3.1582 6.0754  C19 1.103
57 H -0.3492 -3.5981 3.9284  C20 1.092
58 H 0.4457 -4.4255 1.7200  C21 1.091
59 H 4.5349 -3.3740 -1.0974  C23 1.096
60 H 6.0241 -1.7099 -2.1846  C24 1.093
61 H 6.7888 -0.1874 -3.7551  C27 1.103
62 H 7.4150 0.2365 -2.1549  C27 1.103
63 H 7.7869 1.7623 -4.5210  C28 1.091
64 H 8.0587 2.3403 -2.8682  C28 1.094
65 H 6.3248 3.8717 -3.2896  C29 1.092
66 H 5.7744 2.9507 -4.6957  C29 1.094
67 H 4.8064 2.7942 -1.9008  C30 1.104
68 H 4.0281 2.2197 -3.3826  C30 1.103
69 H 3.1318 1.4102 -1.3784  C31 1.090
70 H 1.6971 -0.2159 -0.2180  C32 1.097
71 H 0.8451 -5.8640 -1.3765  C33 1.098
72 H 2.4501 -7.6616 -1.9711  C34 1.090

E_tot (eV): -37228.22390
HOMO level (eV): -9.769
Orbital gap (eV): 7.65
Total charge: +1

Atom charges from the Mulliken analysis, given in e for atoms 1 to 5: atom 1 (C): -0.522, atom 2 (C): -0.749, atom 3 (C): -0.112, atom 4 (C): 0.219, atom 5 (C): -0.188